Entry 1:
DFT (ωB97M-V/def2-TZVPD) results for C24H29ClN2O21P2S as an isolated structure.

Each line ends with the Löwdin charge.
Positions of all 80 atoms, in Å:
O1 -3.55 5.55 -1.41  -0.3761
P1 -2.18 5.74 -2.00  0.3646
O2 -1.69 7.32 -2.11  -0.1815
O3 -1.09 4.96 -1.01  -0.1798
P2 -2.18 4.81 -4.00  0.8180
C1 -1.01 3.35 -3.79  -0.4677
C2 -1.59 2.17 -3.00  -0.1161
C3 -0.74 1.01 -2.75  -0.5472
Cl1 -1.44 -0.32 -1.79  0.6482
C4 0.65 1.05 -3.29  -0.3158
N1 1.60 0.05 -3.12  -0.2336
S1 2.94 0.59 -3.92  1.0253
N2 2.54 2.11 -4.51  -0.2002
C5 1.22 2.21 -4.08  -0.3277
C6 0.33 3.40 -4.32  -0.0232
H1 -2.20 7.78 -2.81  0.0832
H2 -1.31 4.01 -0.98  0.0675
H3 -3.45 4.23 -4.27  -0.0725
H4 -2.64 2.23 -2.59  0.1033
H5 0.66 4.32 -4.86  0.1055
C7 -7.11 4.35 0.19  -0.1174
C8 -5.98 3.85 -0.67  -0.1330
O4 -5.68 2.58 -0.09  0.0630
C9 -6.79 2.16 0.56  -0.5606
O5 -6.93 1.06 1.01  0.1358
O6 -7.73 3.14 0.63  0.0615
H6 -7.82 4.97 -0.36  0.1340
H7 -6.76 4.90 1.07  0.1384
H8 -6.28 3.71 -1.71  0.1353
H9 -5.11 4.51 -0.64  0.0853
C10 0.70 -2.90 -0.07  -0.1345
C11 0.22 -4.32 -0.23  -0.1180
O7 1.29 -5.08 0.34  0.0669
C12 1.94 -4.26 1.21  -0.5466
O8 2.77 -4.64 1.98  0.1380
O9 1.52 -2.98 1.10  0.0665
H10 -0.12 -2.20 0.08  0.1051
H11 1.31 -2.56 -0.91  0.1326
H12 -0.69 -4.52 0.32  0.1381
H13 0.07 -4.59 -1.28  0.1373
C13 8.36 -0.96 -4.54  -0.1258
C14 7.33 -0.53 -5.53  -0.1256
O10 6.15 -0.41 -4.74  0.0320
C15 6.55 -0.21 -3.45  -0.5653
O11 5.82 0.09 -2.56  0.1183
O12 7.89 -0.40 -3.32  0.0685
H14 9.36 -0.59 -4.78  0.1360
H15 8.41 -2.05 -4.43  0.1357
H16 7.55 0.45 -5.97  0.1365
H17 7.18 -1.25 -6.34  0.1358
C16 -6.45 1.55 4.00  -0.1383
C17 -6.58 0.85 5.32  -0.1267
O13 -5.78 1.65 6.18  0.0603
C18 -5.70 2.89 5.63  -0.5575
O14 -5.24 3.84 6.19  0.1605
O15 -6.21 2.91 4.38  0.0609
H18 -7.34 1.47 3.38  0.1233
H19 -5.59 1.19 3.42  0.1358
H20 -7.61 0.85 5.69  0.1335
H21 -6.22 -0.18 5.29  0.1341
C19 3.94 0.14 1.27  -0.1290
C20 4.32 0.60 2.65  -0.1283
O16 3.43 1.69 2.88  0.0639
C21 2.34 1.49 2.08  -0.5558
O17 1.34 2.13 2.14  0.1615
O18 2.56 0.49 1.19  0.0525
H22 4.08 -0.93 1.14  0.1323
H23 4.48 0.67 0.49  0.1335
H24 4.15 -0.17 3.41  0.1351
H25 5.36 0.93 2.71  0.1341
C22 3.40 -8.02 3.55  -0.1245
C23 2.12 -7.29 3.27  -0.1291
O19 1.22 -8.34 2.92  0.0625
C24 1.70 -9.48 3.48  -0.5598
O20 1.11 -10.52 3.52  0.1566
O21 2.95 -9.30 3.99  0.0581
H26 4.00 -7.53 4.31  0.1341
H27 4.01 -8.15 2.65  0.1354
H28 1.73 -6.78 4.15  0.1400
H29 2.22 -6.57 2.46  0.0930

As for the gap between HOMO and LUMO: 7.81 eV. As for the spin multiplicity: 1. For the largest force on an atom, the calculation gives 4.52 eV/A. The calculation puts the total energy at -4162.6505 Eh. Its total charge is 0. As for the energy above the lowest of the compared OMol25 structures with the same formula, charge and spin: 0.0 kcal/mol.

***

Entry 2:
DFT (ωB97M-V/def2-TZVPD) results for a 4-piece molecular cluster, C26H71N13O4P3 overall.

Each line ends with the Löwdin charge.
Positions of all 117 atoms, in Å:
C1 1.05 -5.17 0.84  -0.1185
O1 0.00 -4.55 1.57  -0.2058
C2 0.17 -3.14 1.67  -0.2252
C3 0.22 -2.40 0.31  -0.1727
C4 -0.47 -1.02 0.33  -0.1931
C5 -2.00 -1.08 0.16  -0.2064
C6 -2.78 -1.39 1.46  -0.1684
C7 -4.31 -1.30 1.13  -0.0845
C8 -4.91 -2.64 0.87  -0.2615
N1 -6.21 -2.95 0.97  0.1563
N2 -6.29 -4.22 0.63  0.1002
N3 -5.15 -4.64 0.33  0.0554
N4 -4.21 -3.69 0.47  0.2082
H1 1.03 -4.93 -0.23  0.0836
H2 0.87 -6.25 0.91  0.0910
H3 2.05 -4.99 1.28  0.0993
H4 -0.65 -2.77 2.29  0.0998
H5 1.10 -2.93 2.24  0.1312
H6 -0.13 -3.00 -0.54  0.1085
H7 1.29 -2.21 0.10  0.1172
H8 -0.08 -0.48 -0.54  0.1198
H9 -0.19 -0.40 1.20  0.1112
H10 -2.30 -1.81 -0.62  0.1042
H11 -2.32 -0.10 -0.21  0.1072
H12 -2.55 -2.38 1.87  0.0931
H13 -2.57 -0.59 2.18  0.1267
H14 -4.39 -0.75 0.18  0.1320
H15 -4.88 -0.74 1.88  0.1350
H16 -4.95 -5.58 0.01  0.2071
H17 -3.21 -3.76 0.29  0.1950
O2 -1.91 -2.87 -4.97  -0.2940
P1 -3.40 -3.10 -4.89  0.7085
N5 -3.31 -4.82 -4.62  -0.3008
C9 -4.26 -5.83 -5.06  -0.1245
C10 -2.66 -5.21 -3.38  -0.1515
N6 -3.74 -2.77 -6.54  -0.3326
C11 -4.48 -3.64 -7.43  -0.1390
C12 -2.70 -2.08 -7.31  -0.1316
N7 -5.13 -3.05 -4.54  -0.2662
C13 -5.72 -1.71 -4.84  -0.1181
C14 -5.43 -3.29 -3.12  -0.1609
H18 -5.23 -5.79 -4.55  0.0743
H19 -3.85 -6.83 -4.89  0.0839
H20 -4.44 -5.79 -6.13  0.0548
H21 -3.27 -4.98 -2.49  0.0350
H22 -1.71 -4.68 -3.26  0.0706
H23 -2.43 -6.27 -3.37  0.0819
H24 -3.87 -4.49 -7.77  0.0861
H25 -4.81 -3.10 -8.31  0.0826
H26 -5.40 -4.02 -6.97  0.0720
H27 -1.90 -2.76 -7.61  0.0881
H28 -2.27 -1.26 -6.74  0.0714
H29 -3.13 -1.63 -8.21  0.0817
H30 -5.24 -0.92 -4.26  0.0851
H31 -6.79 -1.72 -4.60  0.0849
H32 -5.65 -1.46 -5.89  0.0747
H33 -4.84 -2.65 -2.46  0.0687
H34 -5.24 -4.33 -2.84  0.0438
H35 -6.49 -3.13 -2.91  0.0861
O3 -0.67 2.12 1.86  -0.3226
P2 -0.93 3.60 2.07  0.7155
N8 -0.68 4.08 0.42  -0.3040
C15 -0.13 5.33 -0.05  -0.1276
C16 -1.63 3.52 -0.53  -0.1428
N9 0.49 3.90 3.00  -0.3249
C17 1.45 4.95 2.71  -0.1365
C18 1.19 2.75 3.55  -0.1371
N10 -1.55 5.18 2.54  -0.2659
C19 -1.74 5.31 4.01  -0.1253
C20 -2.89 5.48 1.97  -0.1323
H36 -0.78 6.20 0.10  0.0768
H37 0.07 5.27 -1.13  0.0821
H38 0.84 5.56 0.39  0.0507
H39 -2.63 3.97 -0.44  0.0637
H40 -1.74 2.45 -0.39  0.0512
H41 -1.30 3.67 -1.56  0.0798
H42 2.11 4.68 1.88  0.0782
H43 2.09 5.13 3.58  0.0829
H44 0.98 5.91 2.51  0.0720
H45 1.79 2.24 2.78  0.0723
H46 0.49 2.03 3.97  0.0668
H47 1.86 3.05 4.36  0.0787
H48 -2.43 4.56 4.40  0.0838
H49 -2.13 6.30 4.25  0.0833
H50 -0.80 5.21 4.55  0.0718
H51 -3.61 4.68 2.17  0.0843
H52 -2.84 5.64 0.89  0.0586
H53 -3.28 6.41 2.39  0.0842
O4 4.53 2.25 3.22  -0.3100
P3 5.97 2.38 2.79  0.7184
N11 5.77 1.66 1.22  -0.3055
C21 6.74 0.87 0.48  -0.1329
C22 4.90 2.41 0.32  -0.1383
N12 6.60 1.21 3.89  -0.3318
C23 7.44 0.09 3.52  -0.1473
C24 5.74 0.81 5.00  -0.1416
N13 7.61 2.91 2.45  -0.2689
C25 8.31 3.45 3.65  -0.1264
C26 7.68 4.01 1.46  -0.1308
H54 7.60 1.44 0.12  0.0762
H55 6.26 0.42 -0.39  0.0800
H56 7.10 0.02 1.06  0.0484
H57 5.35 3.34 -0.04  0.0645
H58 3.96 2.67 0.81  0.0588
H59 4.62 1.81 -0.56  0.0773
H60 6.86 -0.72 3.06  0.0818
H61 7.94 -0.32 4.40  0.0794
H62 8.25 0.39 2.85  0.0720
H63 4.97 0.10 4.68  0.0826
H64 5.26 1.67 5.45  0.0692
H65 6.34 0.34 5.79  0.0784
H66 7.77 4.30 4.08  0.0853
H67 9.32 3.77 3.39  0.0825
H68 8.42 2.69 4.43  0.0704
H69 7.03 4.85 1.73  0.0874
H70 7.42 3.68 0.46  0.0587
H71 8.70 4.39 1.38  0.0836

As for the gap between HOMO and LUMO: 5.59 eV. As for the spin multiplicity: 1. For the largest force on an atom, the calculation gives 7.85 eV/A. The calculation puts the total energy at -3069.6277 Eh. Its total charge is +1.

***

Entry 3:
DFT (ωB97M-V/def2-TZVPD) results for one molecule with the formula C4H7NO.

Each line ends with the Löwdin charge.
Positions of all 13 atoms, in Å:
C1 -0.95 -0.51 1.27  -0.0644
C2 -0.28 -0.78 -0.05  -0.3402
N1 -0.71 0.08 -1.15  0.0684
C3 0.68 0.16 -0.69  -0.2455
C4 1.09 1.46 -0.07  -0.2158
O1 1.51 2.40 -0.72  0.0618
H1 -1.17 0.57 1.37  0.0776
H2 -0.32 -0.82 2.12  0.0795
H3 -1.90 -1.05 1.32  0.0779
H4 -0.12 -1.83 -0.29  0.1354
H5 -0.76 -0.42 -2.03  0.0994
H6 1.45 -0.27 -1.33  0.1442
H7 1.04 1.54 1.03  0.1218

As for the gap between HOMO and LUMO: 10.47 eV. As for the spin multiplicity: 1. As for the SMILES: C[C@H]1N[C@H]1C=O. For the largest force on an atom, the calculation gives 0.52 eV/A. The calculation puts the total energy at -286.5531 Eh. Its total charge is 0. As for the energy above the lowest of the compared OMol25 structures with the same formula, charge and spin: 49.3 kcal/mol.

***

Entry 4:
DFT (ωB97M-V/def2-TZVPD) results for one molecule with the formula CH4N2O2.

Each line ends with the Löwdin charge.
Positions of all 9 atoms, in Å:
C1 -0.02 0.79 -0.77  -0.0795
N1 0.42 -0.76 0.96  -0.1015
N2 -0.35 -0.28 0.05  -0.1701
O1 0.14 -1.73 1.71  0.0121
O2 -1.82 -1.06 0.05  -0.1841
H1 0.90 1.37 -0.42  0.1049
H2 -0.92 1.37 -0.98  0.0930
H3 0.49 0.46 -1.84  0.1520
H4 1.17 -0.16 1.26  0.1731

As for the gap between HOMO and LUMO: 8.56 eV. As for the spin multiplicity: 1. For the largest force on an atom, the calculation gives 6.99 eV/A. The calculation puts the total energy at -300.2284 Eh. Its total charge is 0. As for the energy above the lowest of the compared OMol25 structures with the same formula, charge and spin: 162.7 kcal/mol.

***

Entry 5:
DFT (ωB97M-V/def2-TZVPD) results for C18H23AsF6MoNO3S as an isolated structure.

Each line ends with the Löwdin spin population.
Positions of all 54 atoms, in Å:
Mo1 0.87 -0.66 0.15  1.7866
C1 -4.41 4.58 2.20  0.0002
O1 -3.32 4.06 1.42  0.0063
C2 -2.92 2.81 1.60  0.0064
C3 -3.51 1.92 2.52  -0.0020
C4 -3.00 0.65 2.62  0.0061
C5 -1.91 0.20 1.85  0.0035
C6 -1.42 -1.12 2.03  0.0173
C7 -2.08 -2.11 2.93  0.0008
O2 -0.37 -1.55 1.44  0.0430
C8 -1.35 1.12 0.92  0.0162
O3 -0.32 0.80 0.10  0.0404
C9 -1.85 2.39 0.80  -0.0045
H1 -4.54 5.60 1.86  0.0000
H2 -4.17 4.56 3.26  0.0001
H3 -5.32 4.00 2.01  0.0001
H4 -4.33 2.22 3.15  -0.0002
H5 -3.46 -0.02 3.34  0.0003
H6 -1.94 -1.80 3.97  0.0007
H7 -1.62 -3.08 2.79  0.0000
H8 -3.15 -2.18 2.75  0.0006
H9 -1.42 3.09 0.10  -0.0001
C10 2.73 -2.35 2.38  0.0069
C11 3.00 -1.20 1.40  0.0030
C12 4.48 -0.81 1.33  -0.0027
C13 2.11 0.02 1.63  -0.0038
H10 3.50 -3.11 2.26  0.0001
H11 1.77 -2.81 2.21  0.0008
H12 2.77 -1.98 3.40  0.0017
H13 2.80 -1.64 0.37  0.0024
H14 4.79 -0.43 2.31  -0.0002
H15 4.66 -0.02 0.60  0.0000
H16 5.10 -1.67 1.08  0.0000
H17 2.59 0.96 1.39  0.0110
H18 1.66 0.05 2.62  0.0097
F1 -0.58 -1.26 -1.76  0.0199
As1 -0.06 -2.93 -2.18  0.0010
F2 1.10 -2.57 -0.70  0.0403
F3 -1.16 -3.49 -1.02  0.0000
F4 0.69 -4.43 -2.34  -0.0004
F5 -1.11 -3.01 -3.49  0.0002
F6 1.19 -2.16 -3.11  0.0088
S1 2.55 0.27 -1.72  0.6361
C14 1.69 0.59 -3.16  0.0404
N1 2.38 0.44 -4.33  0.0326
C15 1.84 0.61 -5.53  0.0554
C16 0.50 0.98 -5.63  0.0948
C17 -0.23 1.18 -4.48  -0.0075
C18 0.35 0.98 -3.23  0.1212
H19 3.36 0.15 -4.27  -0.0002
H20 2.48 0.43 -6.38  0.0017
H21 0.07 1.12 -6.61  0.0038
H22 -1.27 1.49 -4.54  -0.0021
H23 -0.20 1.11 -2.32  0.0031

As for the gap between HOMO and LUMO (alpha / beta): 7.21 / 4.10 eV. As for the spin multiplicity: 4. For the largest force on an atom, the calculation gives 0.14 eV/A. The calculation puts the total energy at -4281.0638 Eh. Its total charge is +2. As for the energy above the lowest of the compared OMol25 structures with the same formula, charge and spin: 0.0 kcal/mol.

***

Entry 6:
DFT (ωB97M-V/def2-TZVPD) results for an isolated ion of composition C4H11NS and charge +1.

Each line ends with the Löwdin spin population.
Positions of all 17 atoms, in Å:
C1 -1.94 0.98 0.13  0.0709
N1 -0.98 0.41 -0.78  0.5504
C2 0.04 -0.48 -0.29  0.0778
C3 0.82 0.17 0.94  0.0936
S1 1.95 -1.11 1.49  0.1165
C4 0.98 -0.82 -1.45  0.0104
H1 -2.19 0.23 0.89  -0.0002
H2 -2.82 1.40 -0.34  0.0142
H3 -1.48 1.83 0.63  0.0324
H4 -0.49 1.18 -1.24  0.0127
H5 -0.45 -1.36 0.05  0.0076
H6 0.05 0.47 1.62  0.0009
H7 1.47 1.01 0.71  0.0029
H8 1.55 -1.16 2.77  0.0085
H9 1.61 -1.63 -1.12  0.0012
H10 1.53 0.07 -1.76  0.0001
H11 0.35 -1.18 -2.26  0.0002

As for the gap between HOMO and LUMO (alpha / beta): 10.81 / 5.23 eV. As for the spin multiplicity: 2. For the largest force on an atom, the calculation gives 2.83 eV/A. The calculation puts the total energy at -611.6088 Eh. Its total charge is +1. As for the energy above the lowest of the compared OMol25 structures with the same formula, charge and spin: 12.3 kcal/mol.